# 1
Computed, not measured: 3 unconnected molecules or ions with the total composition C3H11NOS2 at a distorted geometry, with wB97M-V/def2-TZVPD.

Output
HOMO level (alpha / beta) = -13.301 / -13.459 eV
calculated total energy = -28484.9002 eV
frontier orbital gap (alpha / beta) = 4.99 / 7.35 eV
energy relative to the best compared isomer or geometry (same formula, charge and spin) = 429.20 kJ/mol

```
! RIJCOSX wB97M-V def2-TZVPD def2/J DEFGRID3
* xyz 1 2
S -3.75 -0.85 0.59
S 3.61 1.86 -0.69
C 2.05 1.23 -0.03
C 1.30 0.08 -0.87
N 0.14 -0.30 -0.07
C -1.08 0.45 -0.11
H 3.25 2.77 -1.61
H 2.26 0.73 0.97
H 1.41 2.10 0.26
H 2.12 -0.64 -0.91
H 1.13 0.73 -1.77
H 0.00 -1.28 -0.16
H -1.60 0.89 -1.04
H -1.07 1.33 0.49
H -1.89 -0.07 0.33
H -2.46 -2.55 1.01
H -1.97 -3.98 1.29
O -1.69 -3.08 1.15
*
```

Electronic structure analysis, Mulliken charges in units of e: S -0.05; S -0.07; C -0.88; C -0.23; N 0.10; C -0.37; H 0.18; H 0.38; H 0.42; H 0.40; H 0.27; H 0.29; H 0.43; H 0.38; H -0.32; H 0.29; H 0.31; O -0.53

---

# 2
Computed, not measured: 2 unconnected molecules or ions with the total composition C3H11NP2Si at a distorted geometry, with wB97M-V/def2-TZVPD.

Output
HOMO level (alpha / beta) = -6.991 / -8.823 eV
calculated total energy = -31228.9556 eV
frontier orbital gap (alpha / beta) = 6.42 / 4.89 eV
energy relative to the best compared isomer or geometry (same formula, charge and spin) = 150.95 kJ/mol

```
! RIJCOSX wB97M-V def2-TZVPD def2/J DEFGRID3
* xyz 0 3
C 0.12 -0.76 -1.66
C 2.07 1.30 -0.29
C 0.85 -1.07 1.38
N -4.54 -1.08 0.33
Si 0.59 0.19 0.01
P -5.00 0.21 -0.22
P -1.01 1.74 0.61
H 0.90 -1.12 -2.28
H -0.40 -1.72 -1.44
H -0.53 -0.24 -2.32
H 2.08 2.33 0.15
H 2.96 0.82 0.13
H 2.16 1.35 -1.31
H 0.62 -0.92 2.42
H 0.35 -1.98 1.11
H 1.86 -1.30 1.20
H -1.86 0.72 0.22
H -1.22 1.53 1.97
*
```

Electronic structure analysis, Mulliken charges in units of e: C -1.25; C -1.14; C -1.12; N -0.11; Si 0.55; P 0.12; P -0.13; H 0.42; H 0.32; H 0.38; H 0.32; H 0.32; H 0.34; H 0.36; H 0.32; H 0.33; H -0.06; H 0.03

---

# 3
Computed, not measured: 2 unconnected molecules or ions with the total composition C3H11NS at a distorted geometry, with wB97M-V/def2-TZVPD.

Output
HOMO level = -9.212 eV
calculated total energy = -15613.4442 eV
frontier orbital gap = 9.94 eV
SMILES = CCN.CS
energy relative to the best compared isomer or geometry (same formula, charge and spin) = 126.06 kJ/mol

```
! RIJCOSX wB97M-V def2-TZVPD def2/J DEFGRID3
* xyz 0 1
C 1.88 -0.71 0.44
C 0.92 -1.11 -0.67
N 1.19 -0.33 -1.90
H 1.30 -0.63 1.39
H 2.28 0.31 0.18
H 2.82 -1.41 0.55
H 0.02 -0.98 -0.28
H 0.87 -2.16 -1.01
H 0.36 -0.24 -2.48
H 1.39 0.64 -1.64
C -2.30 0.61 0.75
S -1.21 2.05 0.80
H -2.80 0.42 -0.25
H -3.08 0.89 1.57
H -1.65 -0.28 1.10
H -1.99 2.92 1.45
*
```

Electronic structure analysis, Mulliken charges in units of e: C -0.86; C 0.21; N -0.69; H 0.25; H 0.27; H 0.23; H -0.20; H 0.34; H 0.22; H 0.26; C -0.66; S -0.18; H 0.25; H 0.30; H 0.17; H 0.09

---

# 4
Computed, not measured: 2 unconnected molecules or ions with the total composition C3H11NS2 at a distorted geometry, with wB97M-V/def2-TZVPD.

Output
HOMO level = -8.615 eV
calculated total energy = -26448.4164 eV
frontier orbital gap = 9.26 eV
SMILES = CCN.CSS
energy relative to the best compared isomer or geometry (same formula, charge and spin) = 149.00 kJ/mol

```
! RIJCOSX wB97M-V def2-TZVPD def2/J DEFGRID3
* xyz 0 1
C -2.29 0.76 0.11
C -1.26 0.60 -1.05
N 0.03 1.20 -0.57
H -1.85 0.32 1.08
H -3.19 0.33 -0.11
H -2.52 1.87 0.38
H -1.49 1.13 -1.93
H -1.16 -0.42 -1.24
H 0.63 1.57 -1.33
H -0.26 2.14 -0.20
C 2.24 -0.41 0.71
S 1.65 -1.70 1.82
S 0.55 -3.03 0.67
H 3.37 -0.55 0.57
H 1.99 -0.68 -0.39
H 2.01 0.79 0.76
H 1.57 -3.92 0.72
*
```

Electronic structure analysis, Mulliken charges in units of e: C -1.05; C -0.39; N -0.53; H 0.23; H 0.39; H 0.29; H 0.35; H 0.28; H 0.24; H 0.23; C -0.64; S -0.08; S -0.21; H 0.35; H 0.19; H 0.20; H 0.16

---

# 5
Computed, not measured: 2 unconnected molecules or ions with the total composition C3H11NS2, with wB97M-V/def2-TZVPD.

Output
HOMO level = -8.001 eV
calculated total energy = -26449.3962 eV
frontier orbital gap = 8.54 eV
SMILES = CSSC.CN
energy relative to the best compared isomer or geometry (same formula, charge and spin) = 54.45 kJ/mol

```
! RIJCOSX wB97M-V def2-TZVPD def2/J DEFGRID3
* xyz 0 1
C -1.16 1.58 1.45
S -0.06 0.23 0.95
S -0.67 -1.27 2.32
C 0.11 -2.72 1.58
H -2.20 1.30 1.31
H -0.97 1.79 2.50
H -0.93 2.44 0.83
H 1.08 -2.42 1.16
H 0.39 -3.41 2.37
H -0.54 -3.15 0.83
C 0.20 0.63 -2.38
N 1.49 1.29 -2.14
H 0.06 -0.34 -1.89
H -0.06 0.55 -3.43
H -0.54 1.27 -1.90
H 1.52 1.49 -1.15
H 2.28 0.73 -2.39
*
```

Electronic structure analysis, Mulliken charges in units of e: C -0.92; S 0.02; S -0.14; C -0.82; H 0.30; H 0.36; H 0.32; H 0.26; H 0.32; H 0.28; C -0.70; N -0.54; H 0.24; H 0.31; H 0.26; H 0.24; H 0.22

---

# 6
Computed, not measured: 2 unconnected molecules or ions with the total composition C3H11NS2 at a distorted geometry, with wB97M-V/def2-TZVPD.

Output
HOMO level (alpha / beta) = -13.510 / -12.974 eV
calculated total energy = -26440.1911 eV
frontier orbital gap (alpha / beta) = 8.42 / 3.81 eV
energy relative to the best compared isomer or geometry (same formula, charge and spin) = 96.61 kJ/mol

```
! RIJCOSX wB97M-V def2-TZVPD def2/J DEFGRID3
* xyz 1 2
C 0.97 -2.60 -1.07
S 0.07 -2.44 0.51
S -1.81 -2.06 -0.28
H 0.60 -1.77 -1.67
H 2.02 -2.80 -0.82
H 0.48 -3.46 -1.55
H -1.96 -0.70 -0.22
C -0.42 1.52 1.51
C -0.18 2.10 0.11
N 0.91 1.42 -0.65
H -0.86 0.52 1.47
H -1.11 2.17 2.10
H 0.53 1.43 2.05
H -0.06 3.20 0.17
H -1.04 1.87 -0.50
H 1.42 0.90 0.06
H 0.45 0.69 -1.21
*
```

Electronic structure analysis, Mulliken charges in units of e: C -0.76; S 0.37; S -0.05; H 0.32; H 0.34; H 0.43; H 0.24; C -0.82; C -0.28; N -0.52; H 0.09; H 0.33; H 0.30; H 0.28; H 0.26; H 0.25; H 0.24